Molecular formula: C28H34N10O4
Method: DFT, the ωB97M-V functional and the def2-TZVPD basis

SMILES = O=[N+]([O-])c1ccccc1.O=[N+]([O-])c1ccccc1.CC#N.CC#N.CC#N.CC#N.CC#N.CC#N.CC#N.CC#N
LUMO = -1.060 eV
energy = -1935.5020 a.u.
HOMO = -10.2 eV
frontier orbital gap = 9.123 eV

```
! wB97M-V def2-TZVPD RIJCOSX def2/J DEFGRID3
* xyz 0 1
O -0.61552 1.92539 -2.74145
N 0.46066 1.25737 -2.49011
O 1.49704 1.32925 -3.07367
C 0.35800 0.47921 -1.22642
C 1.61047 0.13037 -0.58281
C 1.54079 -0.55807 0.68655
C 0.32887 -1.06248 1.13273
C -0.87474 -0.65884 0.52385
C -0.82041 0.12746 -0.60550
H 2.50998 0.34506 -1.14066
H 2.49786 -0.79368 1.12803
H 0.39845 -1.75261 1.96055
H -1.76315 -1.11799 0.93165
H -1.71277 0.32989 -1.17919
O -4.52689 3.28357 -3.17915
N -5.36791 3.33422 -2.33103
O -6.52163 3.75742 -2.37412
C -4.89675 2.83313 -1.00817
C -3.46492 2.61404 -0.74228
C -3.05649 2.15507 0.53379
C -3.94877 1.96432 1.58570
C -5.29750 2.29614 1.36509
C -5.73847 2.69852 0.08943
H -2.71390 2.62246 -1.51835
H -2.01636 2.00252 0.78129
H -3.58984 1.73377 2.57788
H -5.95883 2.16988 2.20955
H -6.79648 2.83476 -0.07925
C 0.57458 -3.71074 4.53612
C 0.82193 -4.07044 3.14936
N 1.01883 -4.37291 2.00301
H 1.50936 -3.21420 4.79636
H 0.35839 -4.59772 5.13166
H -0.15541 -2.90678 4.63026
C -5.16616 -1.29806 -0.58441
C -5.39890 -0.70350 -1.87228
N -5.49916 -0.16017 -2.91057
H -5.30662 -2.36255 -0.39676
H -5.77542 -0.82966 0.18858
H -4.10837 -1.10859 -0.40194
C 4.23446 -2.75696 1.83815
C 5.48000 -3.62969 1.78424
N 6.42637 -4.37508 1.76974
H 4.44773 -1.69084 1.91579
H 3.59284 -3.11770 2.64206
H 3.86794 -2.97710 0.83550
C 0.90359 1.09714 4.26795
C 1.89369 0.11164 3.96351
N 2.69593 -0.72339 3.69622
H 0.50492 1.60940 3.39230
H 1.48756 1.80290 4.85870
H 0.03853 0.88485 4.89621
C 5.65104 1.36042 2.26160
C 6.56074 0.21682 2.04913
N 7.28006 -0.69451 1.89499
H 5.72070 1.79869 3.25718
H 4.64384 1.00812 2.03899
H 5.81477 2.23509 1.63214
C 3.87391 4.14349 -3.16794
C 4.33800 3.90844 -4.55776
N 4.70068 3.75103 -5.66664
H 4.74544 4.11327 -2.51402
H 3.25616 3.30007 -2.85955
H 3.34932 5.07989 -2.97802
C 1.01591 -3.65830 -1.33022
C 2.34806 -3.27927 -1.97720
N 3.34974 -2.98494 -2.52355
H 0.83101 -4.71013 -1.54830
H 0.22188 -3.02913 -1.73242
H 1.06013 -3.33588 -0.28993
C -3.29249 -0.24674 -5.00088
C -2.66569 -0.85071 -3.73103
N -2.28032 -1.26470 -2.76436
H -4.00001 0.51854 -4.68171
H -3.86294 -0.95754 -5.59875
H -2.62738 0.39798 -5.57539
*
```